# 1
ORCA calculation (the ωB97M-V functional and the def2-TZVPD basis) on an isolated ion of composition C5H13N2O and charge +1 at a distorted geometry.

Values from the calculation:
Structure (SMILES): C[C@H]([NH3+])CCC(N)=O
HOMO energy: -13.6 eV
Total charge: +1
HOMO-LUMO gap: 0.37722 hartree
Spin multiplicity: 1
Relative energy (zero: lowest compared OMol25 entry of this formula, charge and spin): 32.9 kJ/mol

Structure (XYZ):
```
21
Properties=species:S:1:pos:R:3:lowdin_charge:R:1
C 2.24 0.33 1.16 -0.03
C 0.80 0.39 0.67 -0.33
C 0.36 -0.91 0.04 -0.14
C -0.97 -0.92 -0.76 -0.09
C -1.20 0.31 -1.62 -0.53
N -1.97 0.10 -2.71 0.19
O -0.80 1.42 -1.32 0.04
N -0.08 0.67 1.89 0.24
H 2.95 0.61 0.39 0.10
H 2.54 -0.68 1.41 0.09
H 2.43 0.95 2.02 0.08
H 0.65 1.25 0.05 0.12
H 1.17 -1.34 -0.53 0.14
H 0.20 -1.68 0.80 0.12
H -0.94 -1.80 -1.40 0.12
H -1.84 -1.06 -0.13 0.13
H -2.19 0.89 -3.28 0.12
H -2.39 -0.77 -2.97 0.12
H 0.29 1.47 2.39 0.17
H -0.98 0.93 1.51 0.16
H -0.27 -0.18 2.41 0.17
```

=====

# 2
ORCA calculation (the ωB97M-V functional and the def2-TZVPD basis) on an isolated ion of composition C5H13N2O and charge +1 at a distorted geometry.

Values from the calculation:
Structure (SMILES): C=C(N)C[C@H]([NH3+])CO
HOMO energy: -13.5 eV
Total charge: +1
HOMO-LUMO gap: 0.38286 hartree
Spin multiplicity: 1
Relative energy (zero: lowest compared OMol25 entry of this formula, charge and spin): 217.4 kJ/mol

Structure (XYZ):
```
21
Properties=species:S:1:pos:R:3:lowdin_charge:R:1
C 0.49 0.80 2.02 -0.19
O 0.80 2.20 1.93 -0.03
C -0.27 0.30 0.76 -0.23
C 0.81 -0.14 -0.35 -0.08
C 0.12 -1.18 -1.24 -0.39
C 0.67 -2.37 -1.46 0.09
N -1.26 -0.85 -1.54 0.05
N -1.02 1.49 0.20 0.21
H 1.30 0.09 2.18 0.13
H -0.14 0.60 2.90 0.13
H 1.56 2.14 1.35 0.11
H -0.97 -0.53 0.84 0.14
H 1.74 -0.52 0.05 0.12
H 0.91 0.82 -0.87 0.12
H 0.29 -3.20 -2.03 0.08
H 1.70 -2.50 -1.14 0.07
H -1.88 -1.60 -1.26 0.10
H -1.39 -0.80 -2.55 0.10
H -0.52 2.33 0.54 0.15
H -1.99 1.44 0.50 0.18
H -0.95 1.49 -0.82 0.14
```

=====

# 3
ORCA calculation (the ωB97M-V functional and the def2-TZVPD basis) on a 2-piece molecular cluster, C5H13N2O overall at a distorted geometry.

Values from the calculation:
HOMO energy: -12.9 eV
Total charge: +1
HOMO-LUMO gap: 0.35962 hartree
Spin multiplicity: 1
Relative energy (zero: lowest compared OMol25 entry of this formula, charge and spin): 232.9 kJ/mol

Structure (XYZ):
```
21
Properties=species:S:1:pos:R:3:lowdin_charge:R:1
C -2.14 -0.63 1.02 -0.07
C -0.68 -0.50 1.51 -0.17
C 0.30 0.09 0.58 -0.15
C 1.61 -0.04 0.50 -0.14
N 2.32 0.72 -0.46 -0.03
C 3.50 1.06 -0.19 0.00
N -2.25 -0.48 -0.56 0.19
H -2.59 -1.59 1.22 0.12
H -2.68 0.21 1.42 0.12
H -0.75 -0.03 2.51 0.14
H -0.30 -1.54 1.59 0.13
H -0.09 0.90 -0.04 0.11
H 2.22 -0.82 0.98 0.14
H 4.08 0.71 0.68 0.09
H 4.03 1.81 -0.77 0.08
H -2.75 0.38 -0.76 0.16
H -2.78 -1.28 -0.89 0.16
H -1.32 -0.42 -1.01 0.09
H -0.24 0.64 -3.12 0.07
H 0.74 0.41 -2.01 0.04
O -0.21 0.40 -2.20 -0.06
```

=====

# 4
ORCA calculation (the ωB97M-V functional and the def2-TZVPD basis) on an isolated ion of composition C5H13N2O and charge +1 at a distorted geometry.

Values from the calculation:
Structure (SMILES): N[C@H](CO)C/C=C/[NH3+]
HOMO energy: -12.5 eV
Total charge: +1
HOMO-LUMO gap: 0.32806 hartree
Spin multiplicity: 1
Relative energy (zero: lowest compared OMol25 entry of this formula, charge and spin): 400.9 kJ/mol

Structure (XYZ):
```
21
Properties=species:S:1:pos:R:3:lowdin_charge:R:1
C 0.61 1.76 -0.81 -0.16
O -0.09 0.87 -1.72 -0.10
C 1.27 1.02 0.38 -0.33
C 1.05 -0.53 0.63 -0.10
C 0.09 -1.36 -0.28 -0.04
C -1.09 -1.38 0.27 -0.10
N -2.33 -2.01 -0.32 0.23
N 0.87 1.64 1.63 0.03
H -0.12 2.53 -0.59 0.12
H 1.34 2.23 -1.42 0.10
H 0.50 0.22 -2.14 0.08
H 2.50 1.17 0.35 0.19
H 0.66 -0.56 1.74 0.15
H 1.98 -0.98 0.64 0.08
H 0.28 -1.82 -1.17 0.10
H -1.43 -0.77 1.05 0.12
H -2.18 -3.00 -0.55 0.18
H -3.16 -1.77 0.16 0.15
H -2.29 -1.60 -1.23 0.16
H -0.02 2.01 1.55 0.05
H 1.56 2.34 1.81 0.08
```

=====

Question: Look up the total charge of the fourth one.
Answer: +1